{
  "formula": "C26H77NO23",
  "method": "wB97M-V/def2-TZVPD",
  "elements": ["C", "C", "C", "O", "C", "N", "H", "H", "H", "H", "H", "H", "H", "H", "H", "H", "H", "C", "C", "O", "O", "H", "H", "H", "H", "H", "H", "C", "C", "O", "O", "H", "H", "H", "H", "H", "H", "C", "C", "O", "O", "H", "H", "H", "H", "H", "H", "C", "C", "O", "O", "H", "H", "H", "H", "H", "H", "C", "C", "O", "O", "H", "H", "H", "H", "H", "H", "C", "C", "O", "O", "H", "H", "H", "H", "H", "H", "C", "C", "O", "O", "H", "H", "H", "H", "H", "H", "C", "C", "O", "O", "H", "H", "H", "H", "H", "H", "C", "C", "O", "O", "H", "H", "H", "H", "H", "H", "C", "C", "O", "O", "H", "H", "H", "H", "H", "H", "C", "C", "O", "O", "H", "H", "H", "H", "H", "H"],
  "positions_angstrom": [[-4.095, -4.697, 1.724], [-2.767, -3.867, 1.672], [-1.680, -4.707, 0.877], [-1.428, -5.986, 1.463], [-0.778, -6.935, 0.666], [-3.093, -2.583, 1.130], [-3.979, -5.745, 2.001], [-4.611, -4.649, 0.765], [-4.900, -4.324, 2.359], [-2.228, -3.787, 2.616], [-0.830, -4.058, 0.669], [-2.185, -4.909, -0.067], [-0.890, -7.934, 1.088], [0.239, -6.553, 0.582], [-1.078, -6.952, -0.382], [-3.817, -2.778, 0.454], [-3.615, -2.059, 1.818], [1.855, 5.123, -0.033], [2.707, 3.918, -0.617], [2.096, 3.413, -1.723], [1.599, 6.160, -0.973], [2.406, 5.633, 0.757], [0.894, 4.804, 0.373], [2.875, 3.137, 0.125], [3.738, 4.199, -0.833], [1.829, 2.510, -1.537], [1.799, 5.870, -1.866], [-4.258, 1.291, -0.441], [-4.542, -0.139, -1.109], [-3.544, -0.352, -2.102], [-4.400, 2.336, -1.437], [-3.277, 1.459, 0.004], [-5.107, 1.502, 0.208], [-5.581, -0.165, -1.440], [-4.466, -1.036, -0.495], [-3.441, 0.510, -2.513], [-5.306, 2.648, -1.505], [-0.650, -0.433, 0.021], [0.390, 0.639, 0.448], [0.186, 1.804, -0.199], [-0.541, -1.606, 0.853], [-0.749, -0.725, -1.024], [-1.638, -0.019, 0.223], [1.316, 0.128, 0.185], [0.489, 0.883, 1.506], [-0.584, 2.296, 0.095], [-1.441, -1.936, 0.908], [1.116, 4.724, 4.273], [1.503, 3.233, 3.760], [0.957, 2.976, 2.500], [1.751, 4.844, 5.496], [0.040, 4.887, 4.349], [1.389, 5.523, 3.584], [1.036, 2.429, 4.329], [2.562, 3.004, 3.641], [1.563, 3.020, 1.756], [1.301, 5.393, 6.142], [2.696, 0.128, -2.921], [2.740, 0.531, -4.342], [2.059, 1.760, -4.480], [3.421, 1.066, -2.153], [2.981, -0.924, -2.892], [1.751, -0.068, -2.416], [2.405, -0.175, -5.102], [3.778, 0.673, -4.640], [2.710, 2.450, -4.629], [4.115, 1.567, -2.588], [-2.850, -3.252, -3.786], [-1.781, -3.373, -2.669], [-0.572, -2.684, -3.175], [-2.401, -3.395, -5.084], [-3.286, -2.255, -3.724], [-3.712, -3.905, -3.651], [-1.515, -4.426, -2.584], [-2.125, -3.081, -1.677], [0.190, -2.735, -2.593], [-1.571, -2.921, -4.997], [-1.376, 2.246, -5.017], [-1.381, 2.694, -3.577], [-0.097, 3.367, -3.346], [-0.480, 1.107, -4.991], [-1.032, 3.076, -5.635], [-2.383, 2.030, -5.375], [-1.468, 1.811, -2.943], [-2.169, 3.365, -3.238], [0.394, 2.948, -2.635], [0.413, 1.436, -4.870], [1.760, -5.220, -1.293], [2.067, -3.840, -0.578], [1.426, -2.768, -1.202], [2.402, -6.242, -0.723], [2.064, -5.214, -2.340], [0.688, -5.343, -1.448], [3.124, -3.652, -0.767], [1.764, -3.948, 0.463], [0.785, -2.406, -0.587], [2.531, -6.967, -1.340], [4.645, 0.414, 1.547], [5.938, 1.301, 1.435], [5.710, 2.596, 1.013], [5.092, -0.935, 1.912], [4.202, 0.527, 0.557], [3.912, 0.784, 2.264], [6.603, 0.819, 0.719], [6.543, 1.347, 2.341], [5.968, 3.137, 1.764], [4.338, -1.528, 1.959], [-3.123, 5.031, 2.289], [-2.101, 4.186, 1.442], [-1.890, 2.872, 1.994], [-2.574, 5.350, 3.580], [-3.913, 4.338, 2.578], [-3.574, 5.942, 1.897], [-1.129, 4.661, 1.573], [-2.362, 4.106, 0.387], [-1.012, 2.813, 2.378], [-2.817, 4.644, 4.183], [-0.012, -1.789, 4.410], [1.161, -2.317, 3.646], [1.975, -1.324, 2.911], [0.307, -0.612, 5.143], [-0.372, -2.651, 4.970], [-0.851, -1.647, 3.728], [0.848, -2.936, 2.805], [1.893, -2.893, 4.211], [1.461, -0.888, 2.228], [0.927, -0.172, 4.557]],
  "mulliken_charge": [-2.0292, -0.3975, 0.1561, -0.3746, -0.7888, 1.0336, 0.3952, 0.1491, 0.9427, 0.0099, -0.2573, 0.3411, 0.3056, 0.3008, 0.2817, -0.4247, 0.2389, 0.2057, 0.2005, -0.4666, -0.6586, 0.2983, -0.2763, -0.2902, 0.3499, -0.2823, 0.4023, -0.4769, -1.6320, 0.1847, -0.3054, -0.2123, 0.9442, 0.4471, 0.0604, 0.1822, 0.1701, 1.8248, -1.6205, 1.0757, 0.2812, 0.1063, -0.3220, 0.0314, 0.6090, -0.4974, -0.5705, -0.2285, -0.5244, 0.5927, -0.5391, 0.0930, 0.2313, 0.2487, 0.3193, -0.4275, 0.3265, 0.8340, -0.9932, -0.5455, -0.3844, -0.0037, -0.3578, 0.4108, 0.4408, 0.2748, 0.3031, -0.9475, 0.7035, -0.4124, -0.6133, 0.2366, 0.3835, 0.1925, -0.1180, 0.2254, 0.3532, -0.5617, 0.3534, -0.5554, -0.5187, 0.3042, 0.4117, -0.3134, 0.3817, 0.4659, 0.3461, -0.6312, -0.1260, -0.5284, -0.5382, 0.5037, 0.1228, 0.5362, -0.1283, 0.0431, 0.3538, 0.6936, -0.8016, -0.4513, -0.6300, -0.2474, 0.0959, 0.2597, 0.4516, 0.3158, 0.3099, -1.2375, 0.4651, -0.2988, -0.4957, 0.3861, 0.3504, -0.1012, 0.3692, 0.0321, 0.3163, -0.4941, -0.2539, -0.5809, -0.3902, 0.4209, -0.0090, -0.0452, 0.4244, 0.1927, 0.3117],
  "s2": 0.750,
  "energy_ev": -76783.252,
  "charge": -1,
  "homo_ev": [0.41, -7.28],
  "lumo_ev": [1.83, 1.82],
  "spin_multiplicity": 2
}

{
  "formula": "C5H16O3",
  "method": "wB97M-V/def2-TZVPD",
  "elements": ["C", "C", "C", "C", "C", "H", "H", "H", "H", "H", "H", "H", "H", "H", "H", "O", "H", "H", "O", "H", "H", "O", "H", "H"],
  "positions_angstrom": [[0.470, 1.124, -0.097], [-0.063, -0.185, 0.445], [-0.716, -0.123, 1.614], [-1.300, -1.479, 2.230], [-0.970, 1.044, 2.506], [-0.400, 1.887, 0.053], [1.580, 1.375, 0.292], [0.569, 0.992, -1.140], [0.169, -0.979, -0.100], [-0.746, -1.621, 3.160], [-1.220, -2.288, 1.545], [-2.398, -1.474, 2.406], [-1.920, 1.473, 2.335], [-0.165, 1.903, 2.209], [-0.770, 0.766, 3.536], [4.366, 1.102, 4.661], [4.917, 0.424, 5.090], [4.823, 2.005, 4.549], [0.526, -2.398, -6.918], [0.016, -2.571, -6.174], [0.448, -1.388, -7.166], [-2.123, 0.350, -5.009], [-2.292, -0.317, -5.662], [-2.799, 0.379, -4.364]],
  "nbo_charge": [-0.6510, -0.2167, 0.0467, -0.6386, -0.6561, 0.2148, 0.2178, 0.2090, 0.1923, 0.2079, 0.2087, 0.2057, 0.2223, 0.2133, 0.2236, -0.9644, 0.4805, 0.4840, -0.9442, 0.4665, 0.4778, -0.9452, 0.4709, 0.4743],
  "energy_ev": -11584.693,
  "charge": 0,
  "homo_ev": -8.77,
  "lumo_ev": 0.53,
  "smiles": "CC=C(C)C.O.O.O"
}

{
  "formula": "C12H30BiClI2N4P2",
  "method": "wB97M-V/def2-TZVPD",
  "elements": ["I", "I", "Bi", "P", "C", "C", "H", "H", "H", "H", "H", "H", "C", "H", "H", "H", "P", "C", "C", "H", "H", "H", "C", "H", "H", "H", "H", "H", "H", "Cl", "C", "N", "C", "N", "C", "N", "C", "N", "C", "C", "H", "H", "H", "H", "H", "H", "H", "H", "H", "H", "H", "H"],
  "positions_angstrom": [[0.002, 2.652, -1.580], [0.002, -2.807, -1.397], [0.002, -0.083, -1.645], [-2.370, -0.089, -1.870], [-3.272, -0.023, -0.284], [-3.037, 1.298, -2.847], [-4.089, 1.104, -3.082], [-4.099, -1.366, -2.979], [-2.454, 1.379, -3.768], [-2.469, -1.697, -3.650], [-2.988, 0.889, 0.249], [-2.940, 2.230, -2.288], [-3.047, -1.545, -2.735], [-4.354, -0.027, -0.449], [-2.949, -2.433, -2.108], [-2.994, -0.890, 0.322], [2.374, -0.076, -1.871], [3.275, 0.000, -0.285], [3.061, -1.528, -2.734], [2.443, 1.397, -3.766], [4.083, 1.122, -3.092], [2.938, 2.245, -2.287], [3.033, 1.315, -2.849], [2.490, -1.680, -3.653], [4.114, -1.346, -2.970], [4.357, 0.004, -0.450], [3.003, -0.866, 0.324], [2.960, -2.417, -2.110], [2.985, 0.912, 0.245], [0.000, -0.176, -4.052], [-0.021, 1.430, 1.569], [0.004, 0.014, 1.062], [-1.147, -0.657, 1.752], [-1.162, -0.597, 3.228], [-1.191, 0.825, 3.646], [-0.030, 1.522, 3.073], [1.153, 0.868, 3.650], [1.177, -0.554, 3.235], [1.173, -0.620, 1.761], [0.018, -1.254, 3.752], [-0.917, 1.957, 1.174], [0.861, 1.985, 1.183], [-1.272, -1.707, 1.403], [-1.985, -0.047, 1.635], [-1.196, 0.901, 4.757], [-2.133, 1.319, 3.317], [2.077, 1.396, 3.324], [1.150, 0.947, 4.762], [1.322, -1.670, 1.421], [2.001, 0.007, 1.644], [0.015, -1.239, 4.865], [0.039, -2.325, 3.445]],
  "nbo_charge": [-0.1749, -0.1788, 1.1305, 1.0951, -0.9578, -0.9495, 0.2863, 0.2865, 0.2828, 0.2829, 0.2556, 0.2739, -0.9497, 0.2941, 0.2744, 0.2699, 1.0951, -0.9574, -0.9499, 0.2827, 0.2863, 0.2738, -0.9492, 0.2828, 0.2865, 0.2941, 0.2697, 0.2744, 0.2556, -0.4517, -0.0947, -0.5323, -0.1043, -0.4435, -0.0903, -0.4525, -0.0902, -0.4433, -0.1113, -0.0830, 0.2174, 0.2187, 0.2247, 0.2030, 0.2397, 0.2082, 0.2084, 0.2395, 0.2244, 0.2084, 0.2282, 0.2106],
  "energy_ev": -72016.078,
  "charge": 2,
  "homo_ev": -14.31,
  "lumo_ev": -8.90
}

{
  "formula": "C24H29N5O9P2SeTa",
  "method": "wB97M-V/def2-TZVPD",
  "elements": ["Ta", "C", "C", "C", "C", "C", "H", "H", "H", "H", "H", "C", "C", "O", "P", "O", "O", "O", "P", "O", "O", "O", "H", "H", "H", "H", "H", "H", "H", "C", "N", "C", "C", "C", "O", "N", "C", "O", "H", "H", "H", "H", "H", "Se", "N", "C", "C", "C", "C", "C", "C", "N", "H", "H", "H", "H", "C", "C", "C", "C", "C", "C", "N", "H", "H", "H", "H", "H", "H", "H", "H"],
  "positions_angstrom": [[-0.220, -0.288, -0.103], [1.231, -3.126, -0.247], [0.162, -2.308, -0.907], [-0.975, -3.266, -0.997], [-0.593, -4.471, -0.539], [0.776, -4.374, -0.052], [2.217, -2.773, 0.005], [0.381, -2.081, -1.960], [-1.915, -3.027, -1.466], [-1.187, -5.371, -0.557], [1.335, -5.184, 0.385], [-1.770, -2.520, 4.442], [-1.231, -2.216, 3.043], [-0.827, -3.357, 2.350], [0.310, -1.237, 3.098], [0.223, -0.100, 4.159], [1.412, -2.223, 3.567], [0.630, -0.643, 1.701], [-2.331, -1.045, 2.157], [-3.810, -1.578, 2.196], [-2.123, 0.256, 2.841], [-1.853, -1.162, 0.681], [-1.072, -3.170, 4.967], [-2.721, -3.041, 4.333], [-1.935, -1.621, 5.031], [-1.569, -3.796, 1.912], [-0.552, 0.468, 3.938], [2.303, -1.879, 3.708], [-4.423, -0.971, 2.626], [-4.031, 2.348, -1.964], [-3.152, 1.275, -2.408], [-3.207, 0.785, -3.697], [-2.359, -0.150, -4.135], [-1.280, -0.632, -3.278], [-0.408, -1.405, -3.635], [-1.317, -0.144, -1.972], [-2.221, 0.774, -1.567], [-2.135, 1.106, -0.363], [-4.997, 2.223, -2.446], [-3.603, 3.316, -2.218], [-4.151, 2.275, -0.887], [-3.993, 1.205, -4.308], [-2.415, -0.539, -5.138], [2.550, -1.178, -2.409], [1.974, -0.350, -0.885], [2.977, 0.445, -0.479], [2.997, 1.270, 0.692], [4.099, 2.016, 0.948], [5.256, 2.005, 0.099], [5.292, 1.226, -1.001], [4.146, 0.422, -1.313], [4.095, -0.371, -2.363], [2.148, 1.310, 1.350], [4.111, 2.649, 1.824], [6.101, 2.624, 0.358], [6.150, 1.185, -1.654], [-0.258, 2.356, 1.977], [0.210, 2.661, 0.599], [0.566, 3.892, 0.144], [0.898, 3.757, -1.225], [0.757, 2.444, -1.559], [1.029, 1.924, -2.928], [0.335, 1.715, -0.429], [-0.209, 3.277, 2.556], [0.376, 1.631, 2.496], [-1.288, 1.994, 2.010], [0.565, 4.788, 0.737], [1.190, 4.533, -1.908], [0.680, 2.653, -3.660], [0.551, 0.989, -3.167], [2.100, 1.798, -3.104]],
  "mulliken_charge": [2.6946, -1.3887, 0.9535, -0.6309, -1.2893, -0.7286, 0.5243, 0.4472, 0.4637, 0.4972, 0.4867, -1.7660, 1.0229, -0.4284, 0.0808, -0.5619, -0.5114, -0.3890, 0.3214, -0.5378, -0.9541, -0.4673, 0.4111, 0.4345, 0.3789, 0.3902, 0.4228, 0.4297, 0.4540, -0.9851, 0.2536, -0.2674, -1.2380, 0.4511, -0.6338, 0.4586, 0.3575, -0.7525, 0.3986, 0.3010, 0.3027, 0.4616, 0.5261, 0.4005, -0.3952, 1.0619, -0.3817, -0.7888, -0.6601, -0.8550, 0.4818, -0.7483, 0.3668, 0.4725, 0.4268, 0.4955, -0.8953, 0.3962, -0.9936, -1.1473, 0.5636, -1.3893, 1.6843, 0.5335, -0.1456, 0.2191, 0.5801, 0.6003, 0.5002, -0.0003, 0.2234],
  "energy_ev": -136714.018,
  "charge": 1,
  "homo_ev": -9.98,
  "lumo_ev": -3.88
}

{
  "formula": "C4H9O2",
  "method": "wB97M-V/def2-TZVPD",
  "elements": ["C", "C", "H", "H", "H", "H", "H", "H", "C", "C", "O", "O", "H", "H", "H"],
  "positions_angstrom": [[-0.082, -1.274, -1.693], [0.653, -1.571, -0.396], [-1.020, -1.822, -1.761], [-0.332, -0.218, -1.781], [0.509, -1.530, -2.569], [0.105, -1.121, 0.433], [0.771, -2.639, -0.222], [1.639, -1.111, -0.410], [0.187, 1.679, 1.626], [-1.007, 1.519, 0.648], [-1.012, 2.345, -0.300], [-1.821, 0.603, 0.881], [0.883, 0.841, 1.519], [-0.163, 1.697, 2.662], [0.691, 2.602, 1.366]],
  "nbo_charge": [-0.6059, -0.6148, 0.1947, 0.2394, 0.1712, 0.2450, 0.1774, 0.1867, -0.7410, 0.7576, -0.7988, -0.7953, 0.1923, 0.1919, 0.1996],
  "energy_ev": -8390.445,
  "charge": -1,
  "homo_ev": -3.86,
  "lumo_ev": 4.16
}

{
  "formula": "C6H10O",
  "method": "wB97M-V/def2-TZVPD",
  "elements": ["C", "C", "O", "C", "C", "C", "C", "H", "H", "H", "H", "H", "H", "H", "H", "H", "H"],
  "positions_angstrom": [[1.836, -1.065, -0.198], [0.366, -0.982, 0.160], [0.189, -0.839, 1.594], [-0.650, 0.280, 1.371], [0.038, 1.410, 0.652], [-0.520, 0.251, -0.118], [-1.509, 0.401, -1.230], [1.982, -1.175, -1.277], [2.388, -0.186, 0.150], [2.272, -1.940, 0.299], [-0.154, -1.887, -0.179], [-1.535, 0.407, 1.991], [-0.554, 2.326, 0.641], [1.111, 1.553, 0.625], [-0.997, 0.547, -2.189], [-2.169, -0.467, -1.318], [-2.130, 1.286, -1.055]],
  "nbo_charge": [-0.6337, 0.1171, -0.5201, 0.0993, -0.4498, -0.1049, -0.6037, 0.2126, 0.2104, 0.2231, 0.1764, 0.1975, 0.2202, 0.2155, 0.2132, 0.2105, 0.2162],
  "energy_ev": -8429.617,
  "charge": 0,
  "homo_ev": -9.08,
  "lumo_ev": 1.05
}